# 1
Computed, not measured: C30H38BN6TeV as an isolated structure, with wB97M-V/def2-TZVPD.

Each line ends with the Löwdin charge.
Geometry (Å):
V: 0.00065 -1.95963 -0.16842  0.738
C: 4.34695 -2.17303 -0.85092  -0.045
C: 3.07085 -1.57183 -1.45372  -0.332
C: 2.05215 -2.68683 -1.71462  -0.063
C: 2.54245 -0.54373 -0.49482  -0.253
C: 3.17455 0.58547 0.04138  0.006
C: 2.31485 1.05287 1.01768  -0.060
N: 1.23465 0.26027 1.04018  -0.003
N: 1.37385 -0.70033 0.12758  -0.058
B: 0.00045 0.22037 1.95518  -0.490
N: -1.22995 0.26117 1.03578  -0.003
C: -2.30835 1.05577 1.01158  -0.060
C: -3.16855 0.58857 0.03598  0.006
C: -2.53935 -0.54383 -0.49592  -0.253
N: -1.37035 -0.70053 0.12448  -0.059
C: -3.06685 -1.57073 -1.45662  -0.331
C: -4.34305 -2.17383 -0.85392  -0.045
C: -2.04785 -2.68563 -1.71702  -0.063
N: -0.00465 -1.19863 2.56378  0.010
C: -0.00005 -1.62663 3.83398  -0.009
C: -0.00015 -3.00843 3.82638  0.025
C: -0.00535 -3.36853 2.47558  -0.238
N: -0.00225 -2.25413 1.74068  -0.027
C: -0.00165 -4.71913 1.82358  -0.375
C: -1.26615 -5.50633 2.18188  -0.048
C: 1.26275 -5.50813 2.18108  -0.047
H: 4.76045 -2.92953 -1.51222  0.084
H: 5.09695 -1.40233 -0.70252  0.082
H: 4.12685 -2.63193 0.11268  0.092
H: 3.32575 -1.09323 -2.40862  0.155
H: 1.69095 -3.10713 -0.75212  0.065
H: 1.22705 -2.32043 -2.34132  0.081
H: 2.54125 -3.49463 -2.25962  0.106
H: 4.11945 1.00307 -0.24132  0.116
H: 2.41355 1.87687 1.69408  0.125
H: 0.00505 1.08077 2.75698  0.133
H: -2.40575 1.87897 1.68918  0.126
H: -4.10945 1.01047 -0.25182  0.115
H: -3.31975 -1.09133 -2.41212  0.155
H: -4.11885 -2.63453 0.10778  0.092
H: -5.09305 -1.40413 -0.70042  0.082
H: -4.76115 -2.92933 -1.51402  0.084
H: -1.68585 -3.10183 -0.75442  0.064
H: -2.53345 -3.49663 -2.26032  0.106
H: -1.22565 -2.31843 -2.34502  0.081
H: -0.00055 -0.93523 4.65408  0.134
H: 0.00735 -3.66093 4.67368  0.113
H: 0.00025 -4.55223 0.72548  0.115
H: -1.28235 -5.75453 3.24078  0.088
H: -2.15665 -4.92513 1.94668  0.079
H: -1.29865 -6.43183 1.61128  0.085
H: 1.28185 -5.75703 3.24008  0.087
H: 1.29115 -6.43343 1.60908  0.085
H: 2.15325 -4.92783 1.94208  0.079
Te: 0.00775 2.24047 -1.53222  1.381
C: 0.00435 3.61037 0.11388  -0.501
C: 1.19845 4.06357 0.64628  -0.158
C: 1.19655 4.88317 1.76148  -0.077
C: -0.00055 5.26787 2.33888  -0.077
C: -1.19455 4.89217 1.74968  -0.077
C: -1.19125 4.07317 0.63418  -0.159
C: -0.00245 3.93537 -2.84022  -0.533
C: -1.20255 4.52097 -3.20062  -0.150
C: -1.20825 5.66947 -3.97312  -0.081
C: -0.01355 6.23717 -4.38102  -0.079
C: 1.18655 5.64927 -4.02042  -0.081
C: 1.19215 4.50107 -3.24732  -0.150
H: 2.13445 3.78547 0.18488  0.093
H: 2.13065 5.21847 2.18618  0.108
H: -0.00325 5.87167 3.23288  0.107
H: -2.13075 5.23307 2.16568  0.108
H: -2.12505 3.80187 0.16408  0.093
H: -2.13395 4.08377 -2.86802  0.090
H: -2.14755 6.13387 -4.23362  0.106
H: -0.01785 7.14017 -4.97132  0.106
H: 2.12245 6.09797 -4.31792  0.106
H: 2.12855 4.04847 -2.95112  0.090

Results
- LUMO level (spin up / spin down): -2.58 / -2.34 eV
- Gap between HOMO and LUMO (spin up / spin down): 7.616 / 7.432 eV
- E_HOMO (spin up / spin down): -10.20 / -9.77 eV
- 2S+1: 2
- Charge: +1
- Energy relative to the best compared isomer or geometry (same formula, charge and spin): 20.0 kcal per mole
- Expectation value of S²: 0.766

=====

# 2
Computed, not measured: C32H76NO12S2 as an isolated structure, with wB97M-V/def2-TZVPD.

Each line ends with the Löwdin charge.
Geometry (Å):
C: -3.80665 0.41528 0.76231  0.078
C: -3.50761 0.93405 1.80296  -0.188
S: -3.19527 1.69676 3.32753  0.436
O: -4.34784 1.33576 4.13004  -0.343
O: -3.00465 3.09269 3.02211  -0.324
N: -1.93635 0.95148 3.90843  -0.336
S: -0.45136 1.40289 3.50632  0.524
O: -0.28148 1.74392 2.09901  -0.351
O: 0.08620 2.33172 4.47780  -0.328
C: 0.39296 -0.16212 3.71096  -0.249
C: 1.03146 -0.41160 5.07805  -0.219
C: 2.52037 -0.04491 5.18366  -0.203
C: 2.89804 1.37054 4.72711  -0.208
C: 4.39494 1.53601 4.38636  -0.190
C: 4.64371 2.45415 3.17159  -0.204
C: 5.09846 1.71652 1.91032  -0.170
C: 4.16371 0.57952 1.49495  -0.222
O: 4.84708 -0.66821 1.62916  -0.202
C: 3.96249 -1.76518 1.54426  -0.106
H: -4.14032 0.20949 -0.23241  0.015
H: -0.39122 -0.89911 3.53199  0.093
H: 1.10329 -0.24466 2.88549  0.083
H: 0.95617 -1.48798 5.27420  0.104
H: 0.45235 0.07838 5.86475  0.112
H: 3.12184 -0.77513 4.63039  0.097
H: 2.79993 -0.13779 6.24086  0.109
H: 2.31025 1.66857 3.85914  0.075
H: 2.64647 2.06197 5.53419  0.115
H: 4.84781 0.55389 4.20349  0.103
H: 4.91866 1.95767 5.25061  0.100
H: 5.39225 3.21661 3.41533  0.100
H: 3.72367 2.99896 2.93276  0.096
H: 5.15560 2.44539 1.09630  0.100
H: 6.09793 1.29149 2.05012  0.113
H: 3.24795 0.57079 2.09621  0.104
H: 3.86370 0.70187 0.44575  0.118
H: 3.48869 -1.81233 0.55438  0.072
H: 3.15040 -1.68081 2.27844  0.074
H: 4.53760 -2.67095 1.73807  0.086
C: -7.82859 3.85766 5.00755  -0.065
C: -7.94927 2.38768 5.38630  -0.511
C: -6.98552 2.02514 6.50352  -0.063
O: -7.72122 1.55996 4.25276  -0.059
H: -6.81598 4.06742 4.65404  0.084
H: -8.52440 4.10295 4.20391  0.073
H: -8.03590 4.50687 5.86088  0.073
H: -8.97618 2.17688 5.69684  0.129
H: -5.96019 2.19076 6.16402  0.073
H: -7.07993 0.97051 6.76357  0.078
H: -7.15912 2.62426 7.40036  0.073
H: -6.80380 1.70681 3.97608  0.068
C: -0.59178 -1.27206 -1.46218  -0.057
C: 0.92484 -1.21743 -1.47099  -0.492
C: 1.46842 -0.91063 -2.85921  -0.059
O: 1.47764 -2.43350 -0.97397  -0.064
H: -0.94216 -2.07085 -2.12677  0.079
H: -0.95933 -1.47759 -0.45843  0.079
H: -1.02589 -0.32914 -1.79633  0.081
H: 1.25854 -0.44713 -0.77273  0.137
H: 1.17305 -1.69796 -3.56174  0.074
H: 2.55795 -0.86542 -2.84412  0.066
H: 1.08399 0.04002 -3.23200  0.079
H: 1.22452 -3.15862 -1.55598  0.065
C: -6.50604 3.76041 -0.70007  -0.054
C: -5.64495 3.10554 -1.76943  -0.495
C: -6.22444 3.30708 -3.16340  -0.067
O: -5.47628 1.72358 -1.49259  -0.079
H: -7.50465 3.31344 -0.69602  0.081
H: -6.06499 3.60654 0.28440  0.082
H: -6.61007 4.83323 -0.87372  0.076
H: -4.63976 3.52957 -1.72935  0.140
H: -7.21618 2.84919 -3.22604  0.076
H: -5.58798 2.83527 -3.91318  0.074
H: -6.32158 4.36724 -3.40465  0.074
H: -6.33684 1.28339 -1.51363  0.057
C: 4.53283 -3.23821 -3.39028  -0.055
C: 4.03681 -4.66253 -3.19959  -0.487
C: 4.32913 -5.52510 -4.41534  -0.063
O: 2.64281 -4.66268 -2.88846  -0.060
H: 4.02368 -2.77337 -4.24027  0.080
H: 4.31989 -2.64015 -2.50417  0.072
H: 5.60658 -3.21871 -3.58363  0.078
H: 4.51689 -5.09598 -2.32081  0.140
H: 3.81721 -5.12083 -5.29478  0.081
H: 3.96706 -6.54256 -4.25939  0.079
H: 5.39476 -5.55596 -4.63003  0.055
H: 2.17555 -4.28666 -3.64310  0.081
C: -5.94116 -2.76472 -1.61867  -0.055
C: -7.05735 -1.86353 -1.11717  -0.485
C: -8.41284 -2.54855 -1.17961  -0.062
O: -7.07896 -0.64113 -1.85765  -0.066
H: -6.11498 -3.03568 -2.66478  0.080
H: -4.98086 -2.25273 -1.55824  0.075
H: -5.88299 -3.68237 -1.03247  0.082
H: -6.84707 -1.56281 -0.09019  0.144
H: -8.65507 -2.81434 -2.21324  0.078
H: -9.19400 -1.88426 -0.81037  0.079
H: -8.42005 -3.46069 -0.58198  0.079
H: -7.25606 -0.84552 -2.78212  0.094
C: 1.59080 5.37821 1.36580  -0.052
C: 2.25098 4.44241 0.36286  -0.507
C: 1.72881 4.67527 -1.04871  -0.065
O: 2.06373 3.09293 0.75308  -0.065
H: 0.51386 5.19619 1.39670  0.089
H: 1.98102 5.19671 2.36725  0.077
H: 1.76018 6.42555 1.10487  0.074
H: 3.33355 4.59791 0.37705  0.130
H: 0.65365 4.48101 -1.08378  0.082
H: 2.21592 3.99807 -1.75174  0.072
H: 1.90287 5.70310 -1.37422  0.073
H: 1.11444 2.90144 0.79308  0.063
C: 8.81981 -3.52904 -6.79332  -0.062
C: 8.31654 -4.95441 -6.62852  -0.498
C: 8.64187 -5.81233 -7.84133  -0.064
O: 6.91424 -4.96504 -6.36573  -0.065
H: 8.33961 -3.05708 -7.65525  0.081
H: 8.58196 -2.93533 -5.91100  0.079
H: 9.89916 -3.50520 -6.94925  0.079
H: 8.76903 -5.39749 -5.73978  0.139
H: 8.15703 -5.40392 -8.73264  0.080
H: 8.27831 -6.82981 -7.69834  0.078
H: 9.71662 -5.84794 -8.02449  0.078
H: 6.46706 -4.57878 -7.12697  0.092

Results
- LUMO level: 1.83 eV
- Gap between HOMO and LUMO: 7.922 eV
- E_HOMO: -6.10 eV
- Charge: -1

=====

# 3
Computed, not measured: an isolated molecule of C6H14O, with wB97M-V/def2-TZVPD.

Each line ends with the Löwdin charge.
Geometry (Å):
C: -3.32218 0.14306 0.65772  -0.125
C: -2.16746 0.13613 -0.34378  -0.280
C: -0.83242 -0.19110 0.32527  -0.246
C: 0.37678 -0.17245 -0.61065  -0.229
C: 1.68692 -0.30151 0.16919  -0.197
C: 2.97392 0.01153 -0.61498  -0.270
O: 3.79902 0.94447 0.06880  -0.082
H: -4.27239 0.39949 0.17841  0.067
H: -3.14938 0.87611 1.45540  0.072
H: -3.43836 -0.83969 1.13074  0.071
H: -2.37471 -0.59213 -1.14120  0.109
H: -2.09514 1.12208 -0.82654  0.109
H: -0.65622 0.54245 1.12602  0.114
H: -0.89512 -1.17257 0.81881  0.118
H: 0.39082 0.77323 -1.16633  0.115
H: 0.28636 -0.96572 -1.36678  0.119
H: 1.67207 0.43733 0.98217  0.112
H: 1.72767 -1.29935 0.63017  0.115
H: 3.54908 -0.89975 -0.82826  0.111
H: 2.74513 0.47903 -1.57995  0.116
H: 3.99559 0.56937 0.93575  0.083

Results
- LUMO level: 1.08 eV
- Gap between HOMO and LUMO: 11.226 eV
- SMILES string: CCCCCCO
- E_HOMO: -10.15 eV
- Charge: 0
- Energy relative to the best compared isomer or geometry (same formula, charge and spin): 11.5 kcal per mole

=====

# 4
Computed, not measured: an isolated molecule of C4H9NO2, with wB97M-V/def2-TZVPD.

Each line ends with the Löwdin charge.
Geometry (Å):
C: -1.84664 -0.34411 -1.12019  -0.051
C: -0.60357 0.48168 -0.81870  -0.437
O: -0.89899 1.85583 -0.62810  -0.041
C: 0.20784 -0.10115 0.36626  -0.064
C: 1.56889 -0.58031 -0.11492  -0.540
N: 2.64010 -0.24678 0.65727  0.160
O: 1.68770 -1.22806 -1.14229  0.044
H: -2.53295 -0.36269 -0.26240  0.083
H: -1.55413 -1.37549 -1.34558  0.088
H: -2.38058 0.06482 -1.98333  0.082
H: 0.03614 0.45433 -1.70315  0.137
H: -1.56462 1.92521 0.06874  0.091
H: 0.29409 0.64908 1.16058  0.114
H: -0.30509 -0.97056 0.79801  0.126
H: 3.55523 -0.49341 0.31388  0.109
H: 2.56744 0.33994 1.47100  0.098

Results
- LUMO level: 0.82 eV
- Gap between HOMO and LUMO: 10.710 eV
- SMILES string: C[C@@H](O)CC(N)=O
- E_HOMO: -9.89 eV
- Charge: 0
- Energy relative to the best compared isomer or geometry (same formula, charge and spin): 13.0 kcal per mole

=====

# 5
Computed, not measured: an isolated molecule of C9H6N2OS3, with wB97M-V/def2-TZVPD.

Each line ends with the Löwdin charge.
Geometry (Å):
O: 1.90271 3.18145 0.83336  0.107
C: 1.96564 2.01302 1.09907  -0.550
N: 1.55695 1.05458 0.19831  0.107
C: 1.76066 -0.20833 0.42240  -0.848
S: 1.34617 -1.40977 -0.82674  0.946
C: -0.37599 -1.11278 -1.17498  -0.511
C: -0.76123 0.03493 -1.95938  -0.071
C: -2.12353 0.31749 -2.21545  -0.062
C: -3.08441 -0.55604 -1.69714  -0.073
C: -2.72601 -1.70049 -0.95168  -0.069
C: -1.36986 -2.02587 -0.73159  -0.087
S: 2.52865 -0.88773 1.84962  0.980
C: 2.56512 0.46481 2.88434  -1.147
S: 2.88817 0.21905 4.51734  0.596
N: 2.39077 1.73067 2.39496  0.053
H: 0.02322 0.67257 -2.32087  0.093
H: -2.30996 1.14665 -2.83089  0.088
H: -4.11328 -0.33054 -1.87404  0.094
H: -3.47574 -2.29558 -0.45869  0.098
H: -1.09249 -2.87264 -0.13227  0.095
H: 2.50442 2.56453 2.97433  0.159

Results
- LUMO level: -0.81 eV
- Gap between HOMO and LUMO: 8.362 eV
- SMILES string: O=c1nc(Sc2ccccc2)sc(=S)[nH]1
- E_HOMO: -9.17 eV
- Charge: 0
- Energy relative to the best compared isomer or geometry (same formula, charge and spin): 2.1 kcal per mole

=====

# 6
Computed, not measured: an isolated ion of composition C8H8N3O4 and charge +1, with wB97M-V/def2-TZVPD.

Each line ends with the Löwdin charge.
Geometry (Å):
N: -3.44590 -0.59350 -0.95640  0.271
C: -2.92034 -0.11261 0.13211  -0.394
O: -3.65467 0.08735 1.27572  0.146
N: -1.63587 0.06373 0.22119  0.213
C: -0.61605 -0.28464 -0.78090  -0.326
O: -0.98279 -0.48840 -1.90227  0.169
C: 0.77359 -0.04302 -0.36864  -0.070
C: 1.39556 1.20100 -0.60849  0.005
C: 2.72937 1.33883 -0.35777  -0.032
C: 3.54100 0.33741 0.21715  0.006
C: 2.93563 -0.88931 0.47992  0.049
C: 1.58170 -1.07138 0.13231  -0.090
N: 0.99928 -2.34590 0.31067  -0.375
O: 1.71838 -3.26218 0.40921  0.168
O: -0.19349 -2.43747 0.37646  0.108
H: -2.64467 -0.86581 -1.59484  0.133
H: -4.28248 -1.08918 -1.08839  0.137
H: -4.64975 0.11413 1.15976  0.177
H: -1.30507 0.58667 1.08762  0.224
H: 0.73501 1.94048 -0.95215  0.117
H: 3.12358 2.30567 -0.67134  0.126
H: 4.56028 0.36844 0.61390  0.131
H: 3.31626 -1.82260 0.73694  0.107

Results
- LUMO level: -4.01 eV
- Gap between HOMO and LUMO: 9.747 eV
- SMILES string: [NH2+]=C(O)NC(=O)c1ccccc1[N+](=O)[O-]
- E_HOMO: -13.76 eV
- Charge: +1
- Energy relative to the best compared isomer or geometry (same formula, charge and spin): 0.0 kcal per mole

=====

What did the sixth record say?
Computed, not measured: an isolated ion of composition C8H8N3O4 and charge +1, with wB97M-V/def2-TZVPD.

Each line ends with the Löwdin charge.
Geometry (Å):
N: -3.44590 -0.59350 -0.95640  0.271
C: -2.92034 -0.11261 0.13211  -0.394
O: -3.65467 0.08735 1.27572  0.146
N: -1.63587 0.06373 0.22119  0.213
C: -0.61605 -0.28464 -0.78090  -0.326
O: -0.98279 -0.48840 -1.90227  0.169
C: 0.77359 -0.04302 -0.36864  -0.070
C: 1.39556 1.20100 -0.60849  0.005
C: 2.72937 1.33883 -0.35777  -0.032
C: 3.54100 0.33741 0.21715  0.006
C: 2.93563 -0.88931 0.47992  0.049
C: 1.58170 -1.07138 0.13231  -0.090
N: 0.99928 -2.34590 0.31067  -0.375
O: 1.71838 -3.26218 0.40921  0.168
O: -0.19349 -2.43747 0.37646  0.108
H: -2.64467 -0.86581 -1.59484  0.133
H: -4.28248 -1.08918 -1.08839  0.137
H: -4.64975 0.11413 1.15976  0.177
H: -1.30507 0.58667 1.08762  0.224
H: 0.73501 1.94048 -0.95215  0.117
H: 3.12358 2.30567 -0.67134  0.126
H: 4.56028 0.36844 0.61390  0.131
H: 3.31626 -1.82260 0.73694  0.107

Results
- LUMO level: -4.01 eV
- Gap between HOMO and LUMO: 9.747 eV
- SMILES string: [NH2+]=C(O)NC(=O)c1ccccc1[N+](=O)[O-]
- E_HOMO: -13.76 eV
- Charge: +1
- Energy relative to the best compared isomer or geometry (same formula, charge and spin): 0.0 kcal per mole

=====

Q: What is the charge in the fourth record?
A: 0

=====

Q: charge of number 3 (C6H14O)?
A: 0